1.
DFT (ωB97M-V/def2-TZVPD) results for a single C5H5N3 molecule.

```
13
Properties=species:S:1:pos:R:3:forces:R:3
C 0.44534 0.25203 -1.48418 0.6 -0.6 0.1
C -0.15691 -0.27528 -0.21170 1.1 1.5 0.6
C 0.06793 0.46858 0.99094 -1.1 -1.6 -2.0
C 0.82079 1.69046 1.04964 2.1 4.6 -1.5
C -0.59402 -0.09356 2.10220 -0.7 -2.2 5.6
H 0.83643 1.23211 -1.25460 0.2 0.2 -0.4
H 1.25202 -0.39455 -1.91045 -0.5 0.4 0.6
H -0.31519 0.31215 -2.24683 -0.3 0.2 -0.2
H -1.31700 -1.85155 0.43633 0.0 0.0 0.5
H -0.58824 -2.04037 -1.09871 -0.5 0.7 0.6
N -0.89762 -1.39837 -0.35248 0.8 -0.2 -0.4
N 1.39761 2.73805 0.86707 -2.7 -5.2 1.2
N -0.95114 -0.63970 3.11276 1.1 2.3 -4.6
```
Forces are in eV/Å.

Its frontier orbital gap is 9.20 eV. Its total charge is 0. The SMILES is CC(N)=C(C#N)C#N.



2.
DFT (ωB97M-V/def2-TZVPD) results for a single C5H5N3O molecule.

```
14
Properties=species:S:1:pos:R:3:forces:R:3
C 2.51470 0.60111 -0.03852 2.9 2.3 0.6
C -0.98972 -0.05426 -0.09884 3.1 -1.1 -0.9
C -0.34948 -1.41621 -0.07039 -0.9 0.1 -0.3
C 0.00334 0.88100 -0.21141 1.4 -3.3 1.8
C 0.99242 -1.29584 -0.03587 -1.6 1.7 0.7
N 3.55814 1.18372 0.03914 -3.8 -2.4 -0.5
N 1.27652 0.07246 -0.00014 -0.6 2.4 -1.1
N 0.00646 2.23060 -0.01109 -0.9 -1.0 0.3
O 1.98868 -2.14120 0.09689 1.8 -0.8 0.1
H -2.00804 0.15049 0.01152 -1.3 0.2 -0.1
H -0.86594 -2.36850 -0.19344 0.1 0.4 0.3
H 0.82761 2.71219 -0.33803 -0.7 0.8 -0.3
H -0.99855 2.46840 -0.03001 1.5 1.3 -0.3
H 2.80325 -1.67210 0.40435 -0.8 -0.6 -0.4
```
Forces are in eV/Å.

Its frontier orbital gap is 8.32 eV. Its total charge is 0. The SMILES is N#Cn1c(N)ccc1O.



3.
DFT (ωB97M-V/def2-TZVPD) results for a single C5H5N3O molecule.

```
14
Properties=species:S:1:pos:R:3:forces:R:3
C -0.06155 -0.18221 1.85868 -0.2 0.0 2.4
C 0.11575 -0.04966 0.41338 -2.4 0.5 -2.3
C -0.34310 0.15664 -1.68013 0.8 -0.1 0.3
C 1.14607 0.07832 -1.54800 0.2 0.3 -0.7
C 1.42130 -0.01223 -0.25876 0.4 -0.5 0.8
H -1.52924 -0.18957 3.29184 0.2 -0.1 0.4
H -2.15708 -0.04050 1.71393 0.2 0.0 -0.4
H -0.40932 0.34474 -3.49933 -0.8 -0.2 0.3
H 1.87083 0.11131 -2.34768 -0.2 0.0 -0.2
H 2.38560 -0.11875 0.24788 -0.5 0.1 -0.2
N -1.35690 -0.11942 2.31259 0.9 -0.1 -0.4
N -0.92943 0.07322 -0.42127 2.2 -0.5 3.1
N -1.06395 0.26115 -2.69475 0.4 0.4 -1.9
O 0.91101 -0.31305 2.61162 -1.1 0.1 -1.1
```
Forces are in eV/Å.

Its frontier orbital gap is 8.95 eV. Its total charge is 0. The SMILES is [H]/N=C1\C=CC(C(N)=O)=N1.



4.
DFT (ωB97M-V/def2-TZVPD) results for a single C5H5N3O2 molecule.

```
15
Properties=species:S:1:pos:R:3:forces:R:3
C 1.20231 0.71503 0.94085 0.1 -0.4 0.4
C 0.38037 -0.12924 0.28060 1.2 -1.2 0.0
C 2.06072 -0.09686 1.75806 -2.7 -1.7 -2.8
C 4.61906 -0.99923 3.63342 -1.0 -0.8 -0.4
C -0.42731 0.21347 -0.90931 -3.0 -3.3 2.7
N 3.02853 0.43461 2.45077 1.0 4.7 0.1
N 0.75437 -1.38091 0.63847 0.7 3.9 1.6
N 1.78109 -1.38406 1.54634 0.1 -0.2 0.4
O 5.34097 -1.69716 4.19678 0.8 0.4 0.3
O 3.64743 -0.52231 3.18238 1.4 -2.9 1.9
H 1.28670 1.68938 0.57827 0.3 1.6 0.4
H -0.45521 1.22203 -0.86615 -0.4 3.3 -0.7
H -1.51247 -0.20907 -0.82684 1.8 0.8 -0.2
H 0.03161 -0.21602 -1.72332 0.9 -0.5 -2.2
H 0.40453 -2.14069 0.22387 -1.2 -3.8 -1.3
```
Forces are in eV/Å.

Its frontier orbital gap is 6.91 eV. Its total charge is 0.



5.
DFT (ωB97M-V/def2-TZVPD) results for a single C5H5N3O2 molecule.

```
15
Properties=species:S:1:pos:R:3:forces:R:3
C -2.87981 -0.05441 0.16390 0.3 0.1 -0.8
C 0.59999 -0.59017 -0.98608 0.8 -0.6 -3.4
C -0.86782 -0.40362 -1.06850 -2.5 0.9 -1.9
C 1.11784 -1.01424 0.35938 -0.4 1.3 -0.5
C 1.10502 1.45438 0.86876 0.0 -1.0 0.5
N -3.90897 0.33958 0.48972 -0.7 0.0 0.2
N 1.31162 0.14633 1.24299 -0.3 -3.0 -2.0
N -1.62909 -0.39292 -0.05245 1.8 -0.4 0.7
O 1.26670 -2.15343 0.68512 0.3 0.5 0.7
O 0.97442 1.89093 -0.23706 0.1 0.8 -0.4
H 0.88803 -1.21993 -1.92880 -0.3 0.3 2.2
H -1.36318 -0.20148 -2.14689 1.4 -0.4 2.2
H 1.08105 2.04451 1.73602 -0.1 1.4 1.4
H 1.23464 -0.22241 2.17085 0.2 0.8 0.8
H 1.06956 0.37686 -1.29696 -0.6 -0.7 0.4
```
Forces are in eV/Å.

Its frontier orbital gap is 10.09 eV. Its total charge is 0. The SMILES is N#C/N=C/CC(=O)NC=O.



6.
DFT (ωB97M-V/def2-TZVPD) results for a single C5H5NO molecule.

```
12
Properties=species:S:1:pos:R:3:forces:R:3
O -0.43817 0.81127 1.64990 -0.1 -0.4 -0.4
C -0.46616 -0.01382 0.75710 0.1 0.3 0.2
C -1.66741 -0.77913 0.44477 -0.5 -0.3 -0.1
C -2.64968 -1.40635 0.13902 0.4 0.3 0.1
C 0.71766 -0.26998 -0.11837 -0.2 -0.2 0.0
C 1.20474 0.91518 -0.88273 0.0 0.2 -0.3
N 1.95613 0.39671 0.24025 0.1 0.0 0.2
H -3.53006 -1.95362 -0.12164 0.2 0.1 0.1
H 0.79794 -1.26217 -0.55172 0.0 0.1 0.0
H 0.64976 1.84368 -0.76433 0.1 -0.1 0.0
H 1.65205 0.75419 -1.86029 -0.1 0.0 0.2
H 1.77320 0.96405 1.06805 0.0 0.0 -0.1
```
Forces are in eV/Å.

Its frontier orbital gap is 10.11 eV. Its total charge is 0. The SMILES is C#CC(=O)[C@H]1CN1.



What are the ΔE to the lowest compared entry with this formula, charge and spin values for these records? In order: 46.45 203.86 63.26 557.16 120.79 296.82 kJ/mol.